P) The ion C4H13N3 with charge +2. Source: the Open Molecules 2025 dataset; level of theory: ωB97M-V with the def2-TZVPD basis set.

Structure (XYZ):
```
20
C4H13N3, DFT ωB97M-V with the def2-TZVPD basis set
C 0.46 0.42 -1.33
C 1.02 -0.10 -0.03
C 0.25 -1.32 0.53
N -1.53 0.29 2.26
C -1.98 -0.54 1.35
N -1.26 -1.10 0.41
N 1.49 1.41 -1.90
H -0.45 1.02 -1.25
H 0.23 -0.32 -2.09
H 1.13 0.71 0.68
H 2.04 -0.50 -0.13
H 0.38 -2.27 0.02
H 0.42 -1.43 1.60
H -2.17 0.83 2.81
H -0.53 0.45 2.34
H -3.03 -0.80 1.49
H -1.70 -1.69 -0.28
H 1.54 1.18 -2.90
H 1.20 2.40 -1.92
H 2.48 1.38 -1.65
```

Properties
highest occupied orbital energy = -0.696 Eh
SMILES string = N/C=[NH+]\CCC[NH3+]
HOMO-LUMO gap = 12.05 eV
charge = +2

Q) The ion C4H13N3 with charge +2. Source: the Open Molecules 2025 dataset; level of theory: ωB97M-V with the def2-TZVPD basis set.

Structure (XYZ):
```
20
C4H13N3, DFT ωB97M-V with the def2-TZVPD basis set
C 2.01 -2.16 0.36
C -0.13 -1.19 -0.52
C 0.43 2.08 0.91
C -2.07 0.34 -0.60
N 1.25 -1.25 0.01
N 0.13 1.17 -0.29
N -0.75 0.03 0.00
H 3.07 -1.86 0.39
H 1.59 -3.15 0.56
H -0.04 -1.26 -1.66
H -0.74 -2.11 -0.19
H -0.38 2.44 1.50
H 1.05 1.41 1.54
H 1.16 2.83 0.48
H -2.44 1.30 -0.21
H -1.72 0.46 -1.72
H -2.86 -0.41 -0.52
H 1.55 -0.29 -0.08
H -0.35 1.68 -1.00
H -0.78 -0.05 1.04
```

Properties
highest occupied orbital energy = -0.720 Eh
SMILES string = C=[NH+]C[N@H+](C)NC
HOMO-LUMO gap = 10.54 eV
charge = +2

It is P) that is the most stable of them.

P) A cluster of 2 separate species, C5H12N in total. Source: the Open Molecules 2025 dataset; level of theory: ωB97M-V with the def2-TZVPD basis set.

Structure (XYZ):
```
18
C5H12N, DFT ωB97M-V with the def2-TZVPD basis set
C 1.57 -0.13 -2.15
C 0.25 -0.86 -1.95
C -0.80 -1.33 0.22
N -0.26 -0.54 -0.60
H 1.45 0.94 -1.98
H 2.35 -0.54 -1.51
H 1.90 -0.22 -3.19
H -0.51 -0.52 -2.65
H 0.38 -1.94 -1.99
H -1.16 -0.99 1.18
H -0.97 -2.37 -0.06
H -0.17 0.44 -0.30
C -0.95 0.89 2.89
C -0.38 1.75 2.06
H -1.94 0.48 2.71
H -0.47 0.63 3.83
H -0.89 2.18 1.20
H 0.60 2.15 2.30
```

Properties
highest occupied orbital energy = -0.519 Eh
HOMO-LUMO gap = 9.23 eV
charge = +1

Q) The ion C5H12N with charge +1. Source: the Open Molecules 2025 dataset; level of theory: ωB97M-V with the def2-TZVPD basis set.

Structure (XYZ):
```
18
C5H12N, DFT ωB97M-V with the def2-TZVPD basis set
C -1.57 0.93 0.13
C -0.34 0.25 0.76
C 0.67 -0.31 -0.28
C 3.16 -0.62 -0.30
C 2.07 0.04 0.10
N -2.45 -0.13 -0.43
H -1.21 1.51 -0.72
H -2.09 1.54 0.86
H 0.15 1.08 1.28
H -0.61 -0.44 1.57
H 0.33 0.07 -1.25
H 0.64 -1.40 -0.18
H 3.00 -1.45 -0.98
H 4.10 -0.58 0.24
H 2.25 0.76 0.90
H -2.86 -0.71 0.31
H -3.23 0.29 -0.95
H -2.03 -0.83 -1.06
```

Properties
highest occupied orbital energy = -0.473 Eh
SMILES string = C=CCCC[NH3+]
HOMO-LUMO gap = 9.05 eV
charge = +1

It is Q) that is the most stable of them.